No. 1
Formula: C32H54N6O4PS4SbV
Source: the OMol25 dataset
Level of theory: the ωB97M-V functional and the def2-TZVPD basis

```
103
Properties=species:S:1:pos:R:3:forces:R:3
V 1.649 -1.861 2.222 1.255 -0.724 0.889
C -0.270 -2.215 5.524 0.091 0.075 -0.463
C -0.514 -1.702 4.131 0.347 0.074 1.375
O 0.329 -1.796 3.229 -7.189 0.549 4.099
N -1.690 -0.973 3.939 -0.089 0.123 -0.241
C -2.175 -0.909 2.572 0.127 0.106 0.316
C -2.631 -2.268 2.092 0.680 -0.101 0.781
C -3.549 -2.422 1.079 -0.621 -0.868 -0.676
C -3.929 -3.721 0.706 0.656 0.468 0.615
C -3.297 -4.788 1.350 -0.718 0.090 -0.810
C -2.379 -4.530 2.341 0.312 0.839 0.692
N -2.075 -3.291 2.755 -0.783 -0.678 -0.804
H 0.688 -2.735 5.568 -0.039 0.104 -0.013
H -1.064 -2.900 5.828 -0.184 -0.096 0.012
H -0.233 -1.382 6.229 0.051 -0.007 0.009
H -2.404 -1.273 4.591 0.063 0.015 -0.013
H -1.339 -0.559 1.954 -0.151 -0.020 -0.099
H -2.992 -0.183 2.510 0.090 -0.023 -0.069
H -3.983 -1.553 0.598 -0.005 0.027 -0.007
H -4.693 -3.877 -0.045 0.065 -0.070 -0.058
H -3.529 -5.806 1.071 0.026 -0.077 0.014
H -1.862 -5.323 2.864 -0.002 -0.123 -0.039
S 6.019 -1.503 4.324 0.181 0.046 -0.155
Sb 3.775 -1.784 4.640 -0.143 -0.187 -0.264
S 2.843 -3.568 3.284 0.761 -0.333 0.896
S 2.489 -0.050 3.563 0.520 0.180 0.620
S 3.202 -1.927 6.853 -0.151 -0.078 0.172
C -2.238 -4.550 -3.006 0.160 0.119 -0.194
C -1.279 -3.433 -3.411 -0.018 -0.009 0.216
C -1.874 -2.065 -3.090 0.138 -0.193 -0.198
C 0.104 -3.615 -2.752 -0.145 -0.049 -0.976
N 0.065 -3.767 -1.332 0.191 0.094 1.843
C 0.274 -2.857 -0.352 -0.245 -0.621 -0.949
N 0.280 -3.478 0.799 0.217 0.778 -0.003
N 0.074 -4.770 0.544 -0.034 -0.614 -0.624
N -0.051 -4.976 -0.720 0.001 0.207 -0.065
H -3.163 -4.477 -3.579 -0.068 -0.012 -0.008
H -2.480 -4.477 -1.948 -0.040 -0.035 0.138
H -1.789 -5.525 -3.182 -0.029 -0.139 0.023
H -1.110 -3.489 -4.495 0.056 -0.014 0.112
H -1.967 -1.932 -2.015 -0.033 0.078 0.205
H -2.864 -1.970 -3.535 -0.092 0.050 -0.005
H -1.240 -1.275 -3.486 0.014 0.146 0.030
H 0.742 -2.754 -2.981 0.024 -0.156 0.122
H 0.570 -4.519 -3.157 0.035 0.162 0.086
H 0.416 -1.809 -0.517 0.177 0.453 0.008
O 2.892 -1.440 -1.284 -0.269 -0.013 -0.766
C 3.359 -1.734 -0.180 1.323 -0.149 0.108
O 2.750 -1.732 0.912 4.141 0.523 -5.712
H 4.448 -2.026 -0.116 -0.564 0.176 -0.020
O 0.286 0.124 0.219 -0.298 -1.599 0.063
P 0.295 1.574 -0.039 0.363 1.628 0.274
C 1.326 2.353 1.296 -0.523 -0.329 -0.484
C 1.176 3.838 1.615 -0.125 -0.022 0.152
C 2.345 4.267 2.497 -0.074 0.145 -0.069
C 3.664 4.219 1.715 -0.023 0.046 -0.062
C 3.618 3.164 0.604 0.020 -0.029 0.020
C 2.794 1.971 1.057 0.252 -0.062 -0.180
C 1.136 1.893 -1.674 -0.450 -0.068 0.616
C 0.945 0.712 -2.628 0.032 -0.226 0.009
C 1.436 1.064 -4.040 0.083 0.042 0.016
C 2.549 2.105 -3.969 -0.066 0.007 -0.205
C 2.020 3.432 -3.406 0.066 -0.025 -0.070
C 0.879 3.195 -2.409 0.122 0.141 0.074
C -1.487 2.154 0.228 0.529 -0.223 0.001
C -1.961 3.589 -0.006 0.175 0.120 -0.102
C -2.471 3.892 -1.416 -0.180 0.040 0.167
C -3.462 2.838 -1.898 0.258 0.054 -0.227
C -2.815 1.462 -1.819 -0.247 0.068 0.143
C -2.451 1.134 -0.379 0.129 -0.235 -0.182
H 0.978 1.766 2.161 0.052 0.050 -0.065
H 0.235 4.011 2.142 -0.058 0.067 -0.096
H 1.170 4.441 0.704 -0.055 0.149 -0.107
H 2.395 3.585 3.346 -0.011 -0.046 0.106
H 2.173 5.274 2.886 0.022 -0.035 0.073
H 4.474 3.984 2.406 0.074 0.044 -0.019
H 3.869 5.198 1.271 0.080 0.048 0.062
H 4.631 2.834 0.368 0.030 0.016 -0.108
H 3.196 3.605 -0.304 0.010 0.066 -0.153
H 3.215 1.591 1.989 -0.068 -0.109 -0.077
H 2.854 1.138 0.350 0.164 -0.044 0.184
H 2.183 1.889 -1.360 -0.022 0.009 0.042
H -0.107 0.421 -2.661 -0.030 -0.038 0.003
H 1.511 -0.133 -2.235 -0.062 -0.035 0.039
H 0.617 1.460 -4.648 -0.028 -0.002 -0.078
H 1.808 0.165 -4.536 -0.092 -0.018 -0.029
H 2.981 2.272 -4.960 0.071 -0.025 0.050
H 3.343 1.713 -3.332 0.076 -0.003 0.000
H 1.660 4.067 -4.222 0.053 0.038 0.017
H 2.838 3.961 -2.911 -0.022 0.079 -0.007
H -0.061 3.115 -2.954 -0.095 0.034 0.007
H 0.803 4.038 -1.722 -0.109 0.150 0.018
H -1.487 1.994 1.320 0.048 -0.021 -0.134
H -1.165 4.291 0.248 -0.078 0.073 0.099
H -2.790 3.766 0.688 0.041 0.061 0.054
H -1.636 3.944 -2.111 -0.001 0.032 -0.053
H -2.950 4.877 -1.407 0.083 0.007 -0.040
H -3.770 3.059 -2.924 -0.078 0.020 0.036
H -4.354 2.856 -1.266 -0.115 -0.001 0.012
H -1.905 1.459 -2.420 0.073 -0.026 -0.186
H -3.482 0.697 -2.226 0.056 -0.033 0.003
H -1.986 0.149 -0.338 -0.063 -0.089 0.155
H -3.368 1.098 0.217 -0.080 0.011 0.086
```
Forces are in eV/Å.

* gap between HOMO and LUMO (alpha / beta): 3.2 / 4.4 eV
* relative energy (zero: lowest compared OMol25 entry of this formula, charge and spin): 100.20 kcal per mole
* spin multiplicity: 4
* E_HOMO (alpha / beta): 0.27 / -0.88 eV
* calculated total energy: -136050.1555 eV
* total charge: -2
* molecular weight: 918.8 g mol⁻¹

---

No. 2
Formula: C32H54O16
Source: the OMol25 dataset
Level of theory: the ωB97M-V functional and the def2-TZVPD basis

```
102
Properties=species:S:1:pos:R:3:forces:R:3
C 3.796 -9.923 -2.243 1.373 0.630 0.491
C 4.560 -9.089 -1.167 -0.306 -0.461 -0.302
O 3.636 -8.059 -0.809 -1.007 0.647 -0.035
C 3.862 -7.181 0.167 -1.152 1.501 0.807
C 2.798 -6.093 0.394 -0.395 -1.373 -0.941
O 4.789 -7.142 0.901 2.418 -1.088 0.671
H 3.608 -9.283 -3.105 -0.387 0.035 0.152
H 2.886 -10.351 -1.823 0.057 0.142 -0.130
H 4.445 -10.712 -2.624 -0.024 -0.185 0.216
H 4.845 -9.673 -0.292 -0.260 -0.082 0.086
H 5.481 -8.614 -1.505 -0.047 -0.098 -0.389
H 2.941 -5.506 1.301 0.639 -0.172 -0.315
H 1.862 -6.631 0.543 -0.373 0.300 -0.485
H 2.808 -5.493 -0.517 -0.539 0.219 0.170
C -4.311 6.496 1.565 0.472 0.669 -0.525
C -3.541 5.223 1.385 -0.253 -0.142 -0.844
O -4.197 4.317 0.453 0.192 0.091 -1.673
C -4.226 4.598 -0.908 -0.397 2.852 -0.889
C -4.822 3.417 -1.689 0.510 0.117 0.059
O -3.973 5.711 -1.452 -0.301 -3.864 2.416
H -3.826 7.061 2.361 -0.442 -0.108 0.453
H -5.359 6.251 1.736 0.062 0.303 0.312
H -4.215 7.159 0.705 -0.245 -0.273 -0.210
H -2.536 5.362 0.988 0.104 0.212 0.343
H -3.541 4.714 2.349 0.235 -0.397 -0.304
H -5.908 3.406 -1.592 0.034 -0.020 0.432
H -4.395 2.470 -1.357 -0.224 0.051 0.264
H -4.652 3.467 -2.764 0.318 0.509 0.149
C 2.394 4.441 -2.172 -0.403 -0.498 0.671
C 2.744 5.882 -2.424 -0.155 -0.352 -0.250
O 1.553 6.603 -2.832 -0.195 1.240 0.124
C 0.861 7.362 -1.923 -0.090 -0.850 1.413
C -0.142 8.346 -2.490 0.425 -0.498 -0.686
O 0.962 7.193 -0.723 0.460 0.128 -0.915
H 2.002 3.921 -3.046 -0.087 0.200 -0.036
H 1.659 4.416 -1.368 -0.265 -0.082 -0.125
H 3.216 3.838 -1.785 0.367 0.249 -0.177
H 3.220 6.308 -1.541 -0.265 0.299 -0.082
H 3.411 5.950 -3.283 0.029 0.263 0.080
H -0.397 8.012 -3.496 -0.251 0.193 0.027
H 0.287 9.345 -2.565 0.220 -0.082 0.018
H -1.018 8.418 -1.846 0.161 -0.259 -0.063
O 9.529 -2.047 1.413 -3.382 2.075 -2.236
C 8.532 -1.548 0.835 3.422 -0.948 1.617
C 7.134 -2.022 0.867 -0.646 -0.407 -0.233
C 6.487 -1.260 -0.273 -0.917 0.419 -0.452
C 7.332 0.015 -0.434 -1.395 -1.561 1.180
O 8.592 -0.441 0.038 1.685 0.500 -0.071
H 7.125 -3.109 0.779 -0.120 0.085 0.006
H 6.645 -1.754 1.804 0.241 -0.042 0.192
H 6.511 -1.773 -1.234 -0.159 -0.374 0.219
H 5.467 -0.975 -0.014 -0.143 -0.253 -0.342
H 7.256 0.356 -1.467 0.948 0.090 0.147
H 6.908 0.758 0.241 0.458 0.403 -0.027
O -3.259 3.108 -8.552 2.678 0.944 1.070
C -2.219 3.453 -7.987 -2.691 -0.406 -0.226
C -0.840 2.913 -8.065 0.733 -1.145 0.279
C -0.219 3.248 -6.687 0.865 0.035 -1.380
C -0.946 4.546 -6.389 0.253 -0.810 0.937
O -2.226 4.389 -7.002 -0.598 0.587 -0.081
H -0.893 1.847 -8.289 0.126 0.100 -0.120
H -0.258 3.414 -8.838 -0.173 0.002 -0.173
H -0.283 2.472 -5.924 -0.601 0.071 -0.098
H 0.849 3.411 -6.830 0.056 0.107 0.139
H -1.053 4.605 -5.305 -0.433 0.489 -0.100
H -0.412 5.425 -6.750 -0.215 0.031 -0.209
O -4.958 -2.193 2.190 0.565 -2.425 -0.632
C -4.812 -3.400 1.955 -1.025 4.516 -1.116
C -4.828 -4.109 0.643 -0.355 -0.045 -0.781
C -5.221 -5.483 1.063 -0.311 -1.539 -0.788
C -4.658 -5.649 2.436 0.460 0.476 0.025
O -4.680 -4.257 2.897 0.274 -2.524 3.197
H -5.557 -3.747 -0.082 0.413 0.575 0.104
H -3.820 -4.132 0.229 0.012 0.275 -0.168
H -6.295 -5.597 1.211 -0.170 0.284 -0.469
H -4.909 -6.229 0.332 0.003 -0.189 0.203
H -5.313 -6.320 2.992 0.152 0.552 0.634
H -3.631 -6.003 2.528 0.026 0.051 -0.188
O -0.516 0.402 -1.342 0.067 -0.681 -1.105
C -0.285 0.341 -0.182 0.182 0.982 0.905
C -0.938 1.245 0.844 1.459 0.192 0.847
C -0.010 1.126 2.086 0.018 -1.128 0.024
C 0.645 -0.330 1.841 -1.154 2.686 -0.568
O 0.718 -0.388 0.368 -0.223 -0.504 0.915
H -0.865 2.243 0.412 -0.563 -0.034 0.020
H -1.963 0.933 1.045 0.037 0.191 -0.034
H 0.779 1.864 2.228 0.124 0.136 -0.985
H -0.547 1.288 3.020 -0.260 -0.828 0.072
H 1.661 -0.344 2.236 -0.294 -0.567 -0.069
H -0.076 -1.059 2.208 0.571 -0.414 -0.011
O -1.694 0.418 7.360 -0.719 -2.944 0.048
C -1.944 -0.789 7.456 1.786 4.011 0.411
C -3.095 -1.539 6.909 -0.371 -0.872 0.238
C -3.114 -2.799 7.766 0.167 -0.058 0.313
C -1.628 -2.881 8.203 -0.926 -1.805 0.912
O -1.095 -1.599 8.162 -0.428 1.328 -1.161
H -4.023 -0.967 6.920 0.294 0.037 -0.265
H -2.809 -1.877 5.913 -0.252 0.434 -0.335
H -3.730 -2.722 8.662 -0.121 0.272 -0.100
H -3.492 -3.646 7.194 0.322 -0.129 0.149
H -1.546 -3.158 9.254 -0.047 -0.498 -0.097
H -1.076 -3.606 7.604 0.281 0.226 -0.161
```
Forces are in eV/Å.

* gap between HOMO and LUMO: 10.1 eV
* relative energy (zero: lowest compared OMol25 entry of this formula, charge and spin): 93.21 kcal per mole
* E_HOMO: -10.12 eV
* calculated total energy: -66818.7798 eV
* total charge: 0
* molecular weight: 694.8 g mol⁻¹

---

No. 3
Formula: C32H55ClF3NO8S
Source: the OMol25 dataset
Level of theory: the ωB97M-V functional and the def2-TZVPD basis

```
101
Properties=species:S:1:pos:R:3:forces:R:3
C 1.403 1.399 2.845 0.899 0.529 0.489
C 2.479 1.451 1.652 0.763 0.290 0.732
C 1.970 0.858 0.251 0.425 1.143 1.430
C 1.261 2.046 -0.563 -0.051 0.257 -0.284
C -0.259 2.335 -0.131 0.587 1.667 -0.170
C -0.840 3.368 -1.245 0.707 0.046 -0.138
F -1.928 4.134 -0.754 2.281 -1.952 -1.637
F 0.168 4.332 -1.642 -2.448 -2.092 0.859
F -1.160 2.662 -2.453 0.219 1.983 2.776
O 0.977 -0.152 0.643 0.828 -2.263 -1.361
C 1.212 -1.382 -0.029 0.437 0.257 0.577
O 0.755 -2.494 0.260 1.815 4.610 -1.596
O 2.147 -1.021 -1.075 -1.255 -0.863 0.494
C 3.078 0.024 -0.600 -1.558 -0.754 -0.107
C 3.807 0.782 -1.817 -0.344 0.151 -0.112
C 4.469 2.185 -1.427 0.493 0.564 -1.501
C 5.566 2.651 -2.540 -0.508 0.543 0.867
Cl 5.422 2.127 0.175 -0.956 0.023 -1.046
N 4.046 -0.815 0.210 1.213 -3.544 -2.798
C 4.451 -1.836 -0.470 0.494 2.996 -0.799
S 5.125 -2.766 -1.689 -1.691 1.815 3.500
H 0.328 1.608 2.535 1.468 -0.577 0.411
H 1.704 2.232 3.589 -0.513 -1.296 -1.166
H 1.546 0.416 3.413 -0.721 1.308 -0.935
H 3.408 0.873 2.027 -1.533 0.776 -0.810
H 2.843 2.544 1.552 -0.704 -1.802 -0.214
H 1.261 1.906 -1.702 0.180 -0.056 1.671
H 1.852 3.004 -0.307 -0.978 -1.606 -0.604
H -0.913 1.411 -0.019 0.824 1.354 -0.373
H -0.211 2.949 0.847 -0.358 -1.048 -1.530
H 3.006 0.942 -2.636 1.301 -0.044 1.344
H 4.628 0.156 -2.320 -1.274 0.544 1.115
H 3.707 3.046 -1.389 1.078 -1.617 0.415
H 6.601 2.287 -2.231 -1.480 0.213 -0.664
H 5.251 2.360 -3.595 0.464 0.323 1.473
H 5.592 3.798 -2.472 0.057 -1.690 -0.273
C -2.484 -2.851 0.514 0.479 -0.021 0.016
C -3.385 -4.037 0.252 -0.388 -0.072 -0.363
C -3.683 -4.522 1.657 0.118 -0.218 0.300
O -3.649 -3.368 2.511 0.108 0.052 -0.319
C -3.085 -2.271 1.779 -0.233 0.172 0.159
H -2.451 -2.134 -0.309 0.001 -0.014 0.053
H -1.464 -3.195 0.708 -0.119 0.090 -0.045
H -4.309 -3.702 -0.232 0.025 -0.060 0.022
H -2.930 -4.805 -0.376 -0.019 -0.001 0.123
H -2.917 -5.221 2.007 -0.033 -0.066 -0.096
H -4.659 -5.007 1.735 0.017 0.079 0.101
H -3.895 -1.570 1.549 0.047 0.086 -0.024
H -2.345 -1.758 2.398 -0.069 -0.073 0.062
C 0.348 7.385 1.996 -0.414 0.175 -0.068
C 0.991 6.969 3.301 0.339 0.139 0.254
C 0.951 5.455 3.201 -0.128 -0.300 0.104
O 1.045 5.132 1.806 -0.051 -0.021 0.227
C 0.861 6.325 1.044 0.181 0.039 -0.468
H 0.603 8.399 1.683 -0.005 -0.090 -0.001
H -0.741 7.317 2.081 0.071 0.035 -0.040
H 2.029 7.314 3.332 -0.073 -0.029 0.041
H 0.478 7.351 4.186 0.034 -0.069 -0.054
H 0.002 5.057 3.575 0.028 0.018 0.090
H 1.768 4.976 3.745 -0.036 -0.046 -0.116
H 1.833 6.607 0.625 -0.037 0.079 -0.074
H 0.169 6.129 0.222 0.081 -0.067 0.041
C 0.437 -6.022 -2.523 0.426 0.067 -0.050
C -0.466 -7.207 -2.782 -0.316 -0.108 -0.318
C -0.764 -7.690 -1.376 0.046 -0.142 0.318
O -0.727 -6.537 -0.525 0.038 -0.047 -0.324
C -0.161 -5.440 -1.258 -0.104 0.217 0.224
H 0.470 -5.306 -3.347 -0.006 -0.026 0.079
H 1.458 -6.368 -2.329 -0.054 0.068 -0.026
H -1.390 -6.871 -3.266 0.052 -0.061 0.012
H -0.013 -7.977 -3.410 -0.042 0.029 0.063
H 0.002 -8.390 -1.026 -0.034 -0.077 -0.063
H -1.740 -8.174 -1.297 0.042 0.062 0.095
H -0.970 -4.738 -1.488 0.092 0.104 -0.047
H 0.579 -4.928 -0.641 -0.148 -0.045 0.039
C 2.310 3.997 -6.913 -0.252 -0.307 -0.249
C 2.020 4.956 -5.780 -0.023 0.468 0.048
C 2.617 4.229 -4.591 -0.004 -0.237 0.298
O 3.721 3.458 -5.088 -0.253 0.116 -0.202
C 3.667 3.446 -6.522 0.355 0.016 -0.041
H 2.309 4.467 -7.898 0.027 -0.046 0.070
H 1.567 3.192 -6.917 0.057 0.053 -0.044
H 2.551 5.898 -5.948 -0.064 -0.044 0.042
H 0.960 5.180 -5.653 0.084 -0.032 0.030
H 1.896 3.535 -4.146 -0.084 0.086 0.049
H 2.968 4.914 -3.815 0.066 -0.098 -0.012
H 4.476 4.085 -6.892 -0.020 -0.040 -0.086
H 3.830 2.430 -6.888 0.045 0.030 0.121
C -5.883 -3.857 4.840 0.406 0.133 -0.008
C -6.783 -5.044 4.579 -0.330 -0.080 -0.281
C -7.081 -5.529 5.984 0.059 -0.143 0.302
O -7.048 -4.377 6.836 0.076 -0.033 -0.274
C -6.484 -3.279 6.105 -0.247 0.128 0.136
H -5.851 -3.141 4.018 0.081 -0.079 0.080
H -4.862 -4.201 5.034 -0.056 0.103 -0.091
H -7.707 -4.710 4.095 0.044 -0.069 0.011
H -6.328 -5.812 3.951 -0.025 0.034 0.062
H -6.314 -6.228 6.335 -0.031 -0.080 -0.067
H -8.057 -6.015 6.062 0.038 0.070 0.106
H -7.295 -2.578 5.875 0.059 0.078 -0.021
H -5.746 -2.765 6.725 -0.087 -0.071 0.061
```
Forces are in eV/Å.

* gap between HOMO and LUMO: 8.5 eV
* E_HOMO: -9.10 eV
* calculated total energy: -83451.2731 eV
* total charge: 0
* molecular weight: 706.3 g mol⁻¹

---

Question: Among the records above, which one has the lowest calculated total energy?
Answer: C32H54N6O4PS4SbV